DFT (the ωB97M-V functional and the def2-TZVPD basis) results for a 13-piece molecular cluster, C4H34N2O14 overall.

Each line ends with the Löwdin charge.
CARTESIAN COORDINATES (ANGSTROEM)
C (-1.2215, -0.8675, 0.5210)  -0.2454
O (-2.4388, -0.7974, -0.1317)  -0.1274
C (0.0558, -0.5449, -0.5275)  -0.3311
C (1.1974, 0.0192, 0.3762)  -0.0802
C (2.6096, -0.2657, -0.0581)  -0.5435
N (3.3521, 0.7908, -0.4752)  0.1799
O (3.0676, -1.3800, -0.0640)  0.0425
N (-0.2182, 0.3009, -1.6524)  0.0508
H (-0.8927, -1.7768, 1.0945)  0.1083
H (-1.3411, -0.0551, 1.2411)  0.0896
H (-2.4360, -1.1559, -1.1074)  0.1302
H (0.2595, -1.6380, -0.9664)  0.1709
H (0.9955, -0.4387, 1.4140)  0.0963
H (1.0225, 1.1469, 0.4010)  0.1175
H (2.9971, 1.6877, -0.4131)  0.0253
H (4.0207, 0.7728, -1.2495)  0.1162
H (-0.9509, -0.1203, -2.2193)  0.0752
H (-0.7122, 1.1662, -1.2591)  0.0856
H (1.3299, -3.3703, -3.0535)  -0.0286
H (-0.2475, -3.4646, -3.6694)  0.0686
O (0.7384, -3.2329, -3.8074)  -0.1193
H (-0.9220, 1.5777, 3.9236)  0.0112
H (0.1932, 2.4946, 4.1464)  0.1273
O (-0.7409, 2.4710, 3.5979)  -0.1154
H (0.8144, 3.6891, 0.1544)  0.0632
H (2.3698, 3.7523, 0.7681)  0.0671
O (1.7470, 3.2958, 0.1578)  -0.0989
H (-1.3737, 2.9507, -1.6238)  -0.0374
H (-0.8777, 2.8668, -3.1232)  0.0386
O (-1.6058, 3.0679, -2.5343)  -0.0458
H (-2.6614, -4.0511, -1.4668)  0.0696
H (-2.9814, -3.3710, -0.2037)  0.0607
O (-3.0109, -3.1700, -1.1648)  -0.0770
H (-3.8241, -1.0087, 3.2219)  0.0171
H (-2.3207, -1.1677, 3.0983)  -0.0283
O (-3.0724, -0.7288, 2.7684)  -0.0045
H (2.8087, -2.0571, -2.1032)  0.0480
H (3.2625, -3.1559, -1.2441)  0.0294
O (2.8929, -3.0409, -2.1167)  -0.0717
H (2.3972, -0.4879, 4.1135)  -0.0513
H (2.4020, 0.4739, 2.8301)  0.0522
O (2.0289, -0.0842, 3.4806)  0.0690
H (-1.9719, 4.0963, 0.3069)  0.0277
H (-1.7313, 2.8303, 1.1774)  -0.0024
O (-1.4329, 3.3924, 0.5288)  0.0297
H (2.6920, 0.4433, -4.0021)  0.0805
H (2.2582, 1.0499, -2.6447)  -0.0033
O (2.9969, 1.0447, -3.2620)  -0.0852
H (-4.5437, 1.4568, 0.3438)  0.0806
H (-4.2726, -0.0063, 0.4999)  -0.0625
O (-5.0079, 0.5496, 0.4574)  -0.0720
H (0.2855, -0.6441, 2.9470)  0.0419
H (-0.0089, -2.2678, 3.1522)  0.0734
O (-0.3902, -1.3756, 3.1572)  -0.1128

Forces on atoms 1 to 6 (eV/Å):
C 2.32 1.32 -1.47
O -0.84 -1.15 -3.02
C -0.59 -3.35 1.24
C -1.56 0.61 1.08
C 0.04 0.68 -0.44
N 1.08 -0.45 -0.59

Computed properties:
max |F| = 0.2043 hartree/bohr
gap between HOMO and LUMO = 9.146 eV
net charge = 0
energy above the lowest of the compared OMol25 structures with the same formula, charge and spin = 562.44 kJ/mol